No. 1
The following is a quantum chemistry calculation of C27H49FeN6O as an isolated structure in a non-equilibrium geometry, from the Open Molecules 2025 dataset.

Computed properties:
LUMO energy (spin up / spin down) ... -5.73 / -8.90 eV
HOMO-LUMO gap (spin up / spin down) ... 9.61 / 6.44 eV
ΔE to the lowest compared entry with this formula, charge and spin ... 0.000 eV
Calculated total energy ... -74152.515 eV
2S+1 ... 6
Total charge ... +2

Element x y z (Å)
Fe -2.4573 -0.1061 -1.2820
C 0.8837 -1.8988 0.4833
C 0.4520 -0.9690 -0.6519
C 0.8577 -1.4917 -2.0248
O -0.8859 -0.6190 -0.5914
H 1.8477 -2.3289 0.2187
H 0.1673 -2.7142 0.6284
H 1.0039 -1.4352 1.4628
H 1.0555 -0.0583 -0.4944
H 1.8314 -1.9798 -1.9739
H 0.9487 -0.7059 -2.7736
H 0.2363 -2.3055 -2.4139
C 2.2836 1.4295 2.5798
C 2.6108 2.6792 1.7822
C 1.4138 3.1440 0.9841
C 1.6536 4.2440 0.0566
N 1.8209 5.1644 -0.5992
H 1.8590 0.6562 1.9250
H 1.4617 1.6049 3.2892
H 3.1020 1.0303 3.1718
H 3.4014 2.3973 1.0814
H 2.9840 3.4766 2.4222
H 0.6036 3.5632 1.5992
H 0.9358 2.3006 0.4751
C -1.2993 -5.4274 1.0166
C -1.0148 -5.4785 2.5313
C 0.4279 -5.8082 2.9003
C 0.7531 -5.3161 4.2453
N 1.0478 -4.9095 5.2766
H -2.0596 -6.1792 0.8090
H -0.4411 -5.5579 0.3597
H -1.7557 -4.4810 0.6993
H -1.6727 -6.2183 2.9915
H -1.3554 -4.5712 3.0388
H 1.1544 -5.3350 2.2355
H 0.5948 -6.8848 2.8694
C -6.0785 3.9729 0.0221
C -4.6157 4.3864 0.2726
C -3.9127 3.4434 1.2977
C -3.3670 2.2937 0.6080
N -2.8880 1.4070 0.0601
H -6.4401 4.5248 -0.8431
H -6.6887 4.1189 0.9070
H -6.1058 2.9234 -0.2908
H -4.5527 5.3972 0.6669
H -4.0570 4.3201 -0.6612
H -4.5702 3.0842 2.0902
H -3.0604 3.9545 1.7528
C 6.3330 0.5573 -0.6276
C 5.5813 0.0471 -1.8440
C 4.0803 -0.0824 -1.5915
C 3.2762 1.1198 -1.7994
N 2.5296 1.9848 -1.9051
H 5.9601 1.5607 -0.3663
H 7.4000 0.6334 -0.8102
H 6.1176 0.0322 0.3065
H 5.9361 -0.9674 -2.0517
H 5.8352 0.6193 -2.7336
H 3.9196 -0.4312 -0.5691
H 3.6659 -0.8309 -2.2681
C 0.3627 0.6370 -6.0258
C 0.8975 1.7787 -5.1555
C -0.1141 2.4952 -4.2631
C -0.9166 1.5926 -3.4685
N -1.5436 0.8887 -2.8175
H -0.5874 0.9070 -6.4861
H 0.3583 -0.3232 -5.5158
H 1.0601 0.5465 -6.8600
H 1.3555 2.5400 -5.7897
H 1.7636 1.4620 -4.5676
H -0.7759 3.1684 -4.8120
H 0.4243 3.1216 -3.5387
C -1.8305 -0.2505 3.0868
C -2.1262 -1.7367 3.1128
C -3.5210 -2.0387 2.5155
C -3.4943 -1.7518 1.0930
N -3.4517 -1.4692 -0.0154
H -1.5606 0.1441 2.1056
H -1.0149 0.0426 3.7540
H -2.6652 0.3262 3.5039
H -1.9898 -2.1973 4.0895
H -1.3722 -2.2581 2.5116
H -4.3097 -1.4852 3.0199
H -3.6969 -3.1196 2.5729

***

No. 2
The following is a quantum chemistry calculation of a 4-piece molecular cluster, C35H79N2OP overall in a non-equilibrium geometry, from the Open Molecules 2025 dataset.

Computed properties:
LUMO energy ... -3.59 eV
HOMO-LUMO gap ... 5.30 eV
Calculated total energy ... -51874.051 eV
2S+1 ... 1
Total charge ... +2

Element x y z (Å)
C -4.7916 -14.3447 -0.8677
O -4.0822 -13.4758 0.0133
H -4.4688 -14.4648 -1.9018
H -4.9757 -15.3125 -0.4012
H -5.7887 -13.9717 -1.1013
C -0.7626 -8.1059 -4.0186
C -1.8473 -7.0208 -4.1920
C -3.1464 -7.1067 -3.4113
C -3.9914 -8.3355 -3.6934
N -5.4681 -8.4631 -3.0151
C -6.3390 -9.6009 -3.6442
C -6.9107 -9.0295 -4.9521
C -7.1085 -7.5775 -4.7150
C -6.3834 -7.2012 -3.3948
C -5.3802 -8.5839 -1.4788
H 0.1181 -7.8282 -4.5977
H -1.0922 -9.1185 -4.2513
H -0.4070 -8.0507 -2.9897
H -2.1128 -7.1890 -5.2357
H -1.5758 -5.9796 -4.0179
H -3.6288 -6.1756 -3.7085
H -2.8345 -7.0299 -2.3697
H -3.5662 -9.2087 -3.1986
H -4.1041 -8.4342 -4.7731
H -7.1153 -9.6863 -2.8838
H -5.7865 -10.5377 -3.7157
H -7.8716 -9.4973 -5.1663
H -6.3987 -9.1687 -5.9043
H -8.1814 -7.4796 -4.5494
H -6.9181 -6.9924 -5.6148
H -7.0801 -6.9747 -2.5877
H -5.7161 -6.3697 -3.6213
H -5.0197 -7.6167 -1.1286
H -4.9367 -9.5495 -1.2357
H -6.3892 -8.6978 -1.0827
C -10.3949 -14.0882 1.5837
C -9.0629 -13.3327 1.1233
C -8.5058 -12.3801 2.1528
C -7.8869 -13.2021 3.3845
N -7.4317 -12.2435 4.5554
C -6.4129 -11.1829 4.0356
C -5.2330 -11.0709 4.9826
C -4.9744 -12.4862 5.2785
C -6.4632 -13.0163 5.5517
C -8.6080 -11.6104 5.3026
H -10.3233 -14.8538 2.3563
H -10.8877 -14.5038 0.7047
H -11.0455 -13.3523 2.0562
H -9.1532 -12.6980 0.2418
H -8.2829 -14.0662 0.9188
H -9.1645 -11.5441 2.3880
H -7.6153 -11.8685 1.7876
H -6.9783 -13.7128 3.0658
H -8.6512 -13.8971 3.7322
H -6.8595 -10.1928 3.9455
H -6.0344 -11.4998 3.0638
H -5.4920 -10.6005 5.9312
H -4.3719 -10.5894 4.5193
H -4.2441 -12.7930 6.0273
H -4.6396 -13.0931 4.4373
H -6.9082 -12.8358 6.5302
H -6.6441 -14.0911 5.5398
H -8.3596 -11.0837 6.2241
H -9.3776 -12.3040 5.6411
H -9.0622 -10.8421 4.6768
C 2.6944 -14.4555 4.8020
C 1.7941 -13.9659 3.6868
C 2.4372 -14.2004 2.3265
C 2.3062 -15.6989 1.9245
P 0.7141 -16.2195 1.1720
C -0.8200 -16.2207 2.1892
C -0.8029 -17.2620 3.3229
C -1.9471 -16.9145 4.3262
C -3.3452 -16.9839 3.7280
C 0.3099 -14.9993 -0.1589
C 1.3707 -14.7344 -1.2712
C 1.0575 -13.6107 -2.3514
C -0.2554 -13.7931 -3.1463
C 0.7482 -17.8752 0.3569
C -0.4363 -18.1108 -0.5848
C -1.6856 -18.7406 0.0518
C -2.8717 -18.9981 -0.8809
H 2.0559 -14.1965 5.6466
H 3.6347 -13.9060 4.7564
H 2.8273 -15.5367 4.8407
H 1.5572 -12.9038 3.7497
H 0.8421 -14.4957 3.7215
H 3.5028 -14.0005 2.4385
H 2.0515 -13.4945 1.5909
H 2.4503 -16.3770 2.7656
H 3.1750 -15.8097 1.2756
H -1.6460 -16.1908 1.4786
H -0.8501 -15.1871 2.5340
H 0.1743 -17.3684 3.7939
H -0.8660 -18.2486 2.8638
H -1.8400 -15.9078 4.7301
H -1.8652 -17.6058 5.1650
H -3.5726 -16.1641 3.0466
H -4.0836 -17.0515 4.5269
H -3.4286 -17.8583 3.0826
H 0.2043 -14.0970 0.4435
H -0.6620 -15.1779 -0.6188
H 1.6798 -15.7014 -1.6679
H 2.2739 -14.3855 -0.7707
H 1.8474 -13.7399 -3.0913
H 1.1195 -12.6537 -1.8334
H -0.1924 -13.0228 -3.9149
H -1.0862 -13.5485 -2.4844
H -0.4455 -14.7757 -3.5779
H 0.8638 -18.6894 1.0722
H 1.6786 -17.8849 -0.2110
H -0.1395 -18.8863 -1.2909
H -0.6611 -17.2915 -1.2676
H -2.0038 -18.1154 0.8861
H -1.3668 -19.6869 0.4888
H -3.0342 -18.2550 -1.6616
H -3.7523 -19.0237 -0.2391
H -2.7210 -20.0245 -1.2154

***

No. 3
The following is a quantum chemistry calculation of a single C4H6O2S molecule in a non-equilibrium geometry, from the Open Molecules 2025 dataset.

Computed properties:
SMILES string ... CC1=C(C)S1(=O)=O
LUMO energy ... 0.55 eV
HOMO-LUMO gap ... 10.33 eV
ΔE to the lowest compared entry with this formula, charge and spin ... 3.961 eV
Calculated total energy ... -19171.346 eV
2S+1 ... 1

Element x y z (Å)
C -0.1053 1.6217 -0.1632
C -1.1290 0.6021 0.1924
C -1.0224 -0.7287 0.1579
C 0.1608 -1.5570 -0.1337
S -2.7979 -0.0959 0.0421
O -3.4021 0.0458 -1.2427
O -3.6308 -0.2467 1.1697
H 0.7370 1.0176 0.2309
H -0.2022 2.5830 0.3172
H -0.0400 1.6947 -1.3116
H 0.5041 -2.1677 0.8224
H 1.0170 -1.0034 -0.6386
H -0.0963 -2.4503 -0.7661